Model i:
{"formula": "C5H14N3", "method": "ωB97M-V/def2-TZVPD", "multiplicity": 1, "total_charge": 1, "homo_ha": -0.49836, "smiles": "C[C@@H](N)CC/[NH+]=C/N", "homo_lumo_gap_ev": 9.89, "lumo_energy_ev": -3.7, "elements": ["C", "C", "C", "C", "N", "C", "N", "N", "H", "H", "H", "H", "H", "H", "H", "H", "H", "H", "H", "H", "H", "H"], "xyz": [[1.628, 0.696, 2.189], [1.229, -0.016, 0.987], [0.690, 1.052, -0.061], [0.445, 0.472, -1.532], [-2.792, -1.206, -1.573], [-1.872, -0.323, -2.006], [-0.663, -0.557, -1.511], [0.095, -1.012, 1.220], [0.750, 1.069, 2.693], [2.216, 0.050, 2.883], [2.466, 1.577, 1.962], [1.984, -0.515, 0.538], [1.238, 2.036, 0.172], [-0.322, 1.438, 0.333], [0.397, 1.348, -2.157], [1.575, 0.022, -1.774], [-2.676, -1.685, -0.561], [-3.725, -1.302, -1.860], [-1.992, 0.531, -2.692], [-0.613, -1.204, -0.668], [0.463, -1.896, 1.617], [-0.522, -0.576, 1.801]], "mulliken_charge": [-1.388, 0.111, -0.614, -0.899, -0.393, 0.264, -0.108, -0.623, 0.355, 0.379, 0.313, 0.519, 0.442, 0.290, 0.396, 0.296, 0.267, 0.228, 0.390, 0.303, 0.239, 0.234]}

=====

Model ii:
{"formula": "C5H14N3", "method": "ωB97M-V/def2-TZVPD", "multiplicity": 1, "total_charge": 1, "homo_ha": -0.50625, "homo_lumo_gap_ev": 10.45, "lumo_energy_ev": -3.3, "elements": ["C", "C", "C", "C", "C", "N", "N", "N", "H", "H", "H", "H", "H", "H", "H", "H", "H", "H", "H", "H", "H", "H"], "xyz": [[1.185, -0.248, -0.507], [2.294, -0.818, 0.356], [2.737, 0.847, -2.166], [1.387, 0.272, -1.875], [-1.222, -0.598, 0.401], [0.002, -0.301, -0.005], [-1.871, 0.301, 1.112], [-4.389, 0.007, 2.091], [2.596, -0.185, 1.249], [3.342, -0.968, -0.053], [1.843, -1.777, 0.749], [2.643, 1.823, -2.577], [3.360, 0.384, -2.849], [3.286, 1.003, -1.178], [1.314, -0.664, -2.470], [0.648, 0.963, -1.948], [-1.603, -1.461, -0.089], [-2.812, 0.088, 1.365], [-1.227, 0.941, 1.703], [-3.684, 0.452, 2.635], [-4.870, 0.558, 1.399], [-4.960, -0.621, 2.654]], "mulliken_charge": [0.292, -1.223, -1.193, -0.166, 0.021, -0.151, -0.286, -0.780, 0.338, 0.366, 0.360, 0.340, 0.330, 0.300, 0.273, 0.421, 0.395, 0.464, 0.280, 0.213, 0.204, 0.202]}

=====

Model iii:
{"formula": "C5H14N3", "method": "ωB97M-V/def2-TZVPD", "multiplicity": 1, "total_charge": 1, "homo_ha": -0.43942, "smiles": "C[C@@H]([NH3+])CC/N=C\\N", "homo_lumo_gap_ev": 8.44, "lumo_energy_ev": -3.5, "elements": ["C", "C", "C", "C", "N", "C", "N", "N", "H", "H", "H", "H", "H", "H", "H", "H", "H", "H", "H", "H", "H", "H"], "xyz": [[1.691, 1.124, 1.643], [0.443, 1.241, 0.787], [0.370, 0.329, -0.522], [-0.864, -0.567, -0.639], [-1.452, -3.436, -0.580], [-0.942, -2.770, -1.623], [-0.569, -1.521, -1.768], [0.305, 2.874, 0.350], [1.492, 0.870, 2.797], [2.505, 1.950, 1.904], [2.270, 0.258, 1.367], [-0.578, 1.090, 1.255], [0.431, 0.822, -1.626], [1.267, -0.347, -0.208], [-1.710, 0.014, -1.089], [-1.174, -0.977, 0.477], [-1.773, -2.884, 0.218], [-1.680, -4.391, -0.759], [-0.614, -3.369, -2.559], [-0.745, 3.054, 0.500], [0.889, 3.655, 0.780], [0.437, 2.982, -0.706]], "mulliken_charge": [-1.259, 0.381, -0.452, -0.560, -0.320, 0.054, -0.431, -0.529, 0.279, 0.358, 0.321, 0.483, 0.315, 0.082, 0.166, 0.248, 0.219, 0.244, 0.276, 0.396, 0.351, 0.378]}

=====

Model iv:
{"formula": "C5H14N3", "method": "ωB97M-V/def2-TZVPD", "multiplicity": 1, "total_charge": 1, "homo_ha": -0.43113, "homo_lumo_gap_ev": 7.46, "lumo_energy_ev": -4.3, "elements": ["C", "C", "C", "C", "C", "N", "N", "N", "H", "H", "H", "H", "H", "H", "H", "H", "H", "H", "H", "H", "H", "H"], "xyz": [[3.046, 0.744, 0.082], [1.432, -1.478, 0.755], [-1.800, 0.863, -1.574], [-1.422, 0.649, 0.815], [-1.996, -1.242, -0.426], [1.834, 0.858, 0.572], [1.020, -0.083, 0.930], [-1.807, 0.023, -0.444], [3.672, 1.615, -0.225], [3.547, -0.154, 0.348], [2.352, -1.792, 1.220], [0.539, -2.158, 0.955], [1.725, -1.604, -0.275], [-0.814, 1.447, -1.570], [-1.745, 0.346, -2.495], [-2.590, 1.548, -1.822], [-0.366, 0.311, 0.897], [-1.740, 1.676, 0.930], [-1.918, 0.089, 1.496], [-1.860, -1.679, 0.571], [-2.317, -1.665, -1.381], [1.208, 1.685, 0.641]], "mulliken_charge": [-0.314, -0.999, -0.807, -1.259, -0.150, 0.136, -0.488, 0.266, 0.277, 0.238, 0.372, 0.206, 0.453, 0.282, 0.374, 0.330, 0.422, 0.392, 0.454, 0.269, 0.296, 0.253]}

=====

model ii takes first place; second place is 1.8 kcal/mol up.

=====

Model i:
{"formula": "C5H14N3", "method": "ωB97M-V/def2-TZVPD", "multiplicity": 1, "total_charge": 1, "homo_ha": -0.41744, "homo_lumo_gap_ev": 7.94, "lumo_energy_ev": -3.4, "elements": ["C", "N", "C", "N", "H", "H", "H", "H", "H", "H", "H", "C", "C", "C", "N", "H", "H", "H", "H", "H", "H", "H"], "xyz": [[-0.217, -1.399, -2.233], [-2.482, -0.950, 0.668], [-1.582, -1.409, -0.184], [-1.214, -0.802, -1.283], [-0.312, -0.998, -3.241], [-0.499, -2.483, -2.241], [0.753, -1.066, -1.927], [-2.748, -0.010, 0.489], [-2.552, -1.269, 1.648], [-1.100, -2.320, 0.085], [-1.599, 0.138, -1.470], [0.474, 1.430, 1.858], [1.305, 1.038, 0.657], [2.011, -0.114, 0.640], [1.301, 2.008, -0.313], [-0.554, 0.972, 1.815], [0.429, 2.508, 2.063], [0.834, 0.989, 2.797], [2.660, -0.372, -0.216], [2.024, -0.831, 1.541], [1.144, 2.959, -0.040], [1.922, 1.984, -1.112]], "mulliken_charge": [-0.761, -0.329, 0.140, -0.155, 0.337, 0.350, 0.220, 0.232, 0.291, 0.379, 0.259, -1.071, 0.983, -1.108, -0.483, 0.054, 0.357, 0.324, 0.323, 0.230, 0.201, 0.225]}

=====

Model ii:
{"formula": "C5H14N3", "method": "ωB97M-V/def2-TZVPD", "multiplicity": 1, "total_charge": 1, "homo_ha": -0.51748, "smiles": "CCCCNC(N)=[NH2+]", "homo_lumo_gap_ev": 11.08, "lumo_energy_ev": -3.0, "elements": ["C", "C", "C", "C", "N", "C", "N", "N", "H", "H", "H", "H", "H", "H", "H", "H", "H", "H", "H", "H", "H", "H"], "xyz": [[2.778, 1.767, -1.405], [2.029, 1.316, -0.149], [0.440, 1.293, -0.001], [0.048, 0.135, -0.981], [-0.316, -1.058, -0.188], [-1.358, -1.160, 0.621], [-1.466, -2.244, 1.430], [-2.376, -0.294, 0.710], [2.272, 1.730, -2.374], [3.807, 1.430, -1.440], [2.975, 2.842, -1.297], [2.360, 1.985, 0.642], [2.356, 0.305, 0.129], [0.231, 0.965, 1.008], [-0.035, 2.246, -0.231], [0.771, -0.208, -1.708], [-0.768, 0.547, -1.568], [0.243, -1.896, -0.158], [-0.822, -3.011, 1.314], [-2.372, -2.535, 1.759], [-2.236, 0.609, 0.276], [-2.922, -0.245, 1.557]], "mulliken_charge": [-1.152, -0.738, -0.271, -1.043, -0.101, 0.694, -0.424, -0.399, 0.340, 0.324, 0.338, 0.396, 0.334, 0.363, 0.378, 0.512, 0.251, 0.227, 0.211, 0.248, 0.266, 0.246]}

=====

Model iii:
{"formula": "C5H14N3", "method": "ωB97M-V/def2-TZVPD", "multiplicity": 1, "total_charge": 1, "homo_ha": [-0.50020, -0.50027], "homo_lumo_gap_ev": [7.61, 7.61], "lumo_energy_ev": [-6.0, -6.0], "elements": ["C", "C", "C", "C", "C", "N", "N", "N", "H", "H", "H", "H", "H", "H", "H", "H", "H", "H", "H", "H", "H", "H"], "xyz": [[1.746, 0.553, -1.451], [1.476, -0.722, -2.180], [-1.810, -1.405, 1.125], [-1.417, 1.054, 1.801], [-0.869, -0.132, 1.037], [0.759, 1.306, -1.132], [3.025, 0.840, -1.173], [-0.969, -0.197, -0.331], [1.505, -1.555, -1.478], [2.213, -0.892, -2.961], [0.481, -0.681, -2.609], [-2.817, -1.081, 1.372], [-1.835, -1.987, 0.198], [-1.385, -2.049, 1.890], [-2.451, 1.255, 1.528], [-0.829, 1.943, 1.582], [-1.369, 0.875, 2.872], [0.134, -0.421, 1.363], [0.893, 2.132, -0.566], [3.766, 0.284, -1.567], [3.284, 1.715, -0.742], [-1.719, 0.377, -0.721]], "mulliken_charge": [0.810, -1.157, -1.133, -1.426, 0.663, -0.566, -0.390, -0.224, 0.284, 0.434, 0.293, 0.357, 0.435, 0.331, 0.372, 0.348, 0.383, 0.298, 0.190, 0.210, 0.214, 0.275]}

=====

model ii takes first place; second place is 23.3 kcal/mol up.

=====

Model i:
{"formula": "C5H14N3", "method": "ωB97M-V/def2-TZVPD", "multiplicity": 1, "total_charge": 1, "homo_ha": -0.48928, "smiles": "CN(C)C(=[NH2+])N(C)C", "homo_lumo_gap_ev": 10.55, "lumo_energy_ev": -2.8, "elements": ["C", "C", "C", "C", "C", "N", "N", "N", "H", "H", "H", "H", "H", "H", "H", "H", "H", "H", "H", "H", "H", "H"], "xyz": [[-0.096, -0.079, -0.578], [2.126, -0.889, -1.092], [1.246, -1.190, 1.182], [-2.523, 0.544, 0.033], [-0.535, 1.349, 1.486], [0.993, -0.682, -0.184], [-1.160, 0.400, 0.514], [-0.367, 0.157, -1.867], [2.245, -1.809, -1.669], [2.090, -0.096, -1.770], [3.055, -0.877, -0.555], [2.106, -1.869, 1.086], [1.588, -0.413, 1.945], [0.378, -1.490, 1.678], [-3.037, -0.424, -0.460], [-3.168, 0.744, 0.919], [-2.669, 1.351, -0.730], [-1.431, 1.883, 1.766], [-0.058, 0.815, 2.220], [0.165, 2.125, 0.947], [0.258, -0.139, -2.636], [-1.206, 0.589, -2.234]], "mulliken_charge": [0.698, -1.298, -1.158, -0.957, -0.927, 0.042, 0.063, -0.368, 0.303, 0.552, 0.432, 0.412, 0.318, 0.496, 0.290, 0.338, 0.381, 0.426, 0.272, 0.276, 0.210, 0.199]}

=====

Model ii:
{"formula": "C5H14N3", "method": "ωB97M-V/def2-TZVPD", "multiplicity": 1, "total_charge": 1, "homo_ha": -0.52073, "smiles": "NC(N)[NH+]1CCCC1", "homo_lumo_gap_ev": 11.44, "lumo_energy_ev": -2.7, "elements": ["C", "C", "C", "C", "C", "N", "N", "N", "H", "H", "H", "H", "H", "H", "H", "H", "H", "H", "H", "H", "H", "H"], "xyz": [[2.015, 1.061, -0.053], [2.259, -0.224, 0.664], [0.646, 0.849, -0.748], [0.743, -0.666, 0.994], [-1.570, -0.544, -0.514], [-2.374, -1.235, 0.335], [-2.112, 0.507, -1.176], [-0.205, 0.174, 0.284], [2.114, 1.894, 0.724], [2.718, 1.428, -0.812], [2.634, -1.084, 0.132], [2.866, -0.145, 1.618], [0.137, 1.864, -1.138], [0.674, 0.179, -1.607], [0.678, -1.567, 0.582], [0.680, -0.658, 2.017], [-1.061, -1.334, -1.150], [-3.257, -0.930, 0.621], [-1.971, -1.764, 1.030], [-2.132, 0.364, -2.099], [-2.867, 1.017, -0.711], [-0.613, 0.814, 1.009]], "mulliken_charge": [-0.531, -0.527, -0.594, -0.851, 0.004, -0.466, -0.377, -0.087, 0.257, 0.386, 0.265, 0.314, 0.305, 0.383, 0.481, 0.385, 0.366, 0.196, 0.209, 0.210, 0.232, 0.443]}

=====

model ii takes first place; second place is 5.1 kcal/mol up.

=====

Model i:
{"formula": "C4H6N2S", "method": "ωB97M-V/def2-TZVPD", "multiplicity": 1, "homo_ha": [-0.25492, -0.27170], "homo_lumo_gap_ev": [6.79, 7.15], "lumo_energy_ev": [-0.1, -0.2], "elements": ["C", "C", "C", "C", "N", "N", "S", "H", "H", "H", "H", "H", "H"], "xyz": [[0.204, 1.607, -0.201], [1.513, 1.139, -0.191], [-1.491, -0.095, -0.652], [-2.426, -1.000, -0.027], [-0.709, 0.679, -0.185], [3.250, -0.647, 0.453], [1.735, -0.554, 0.029], [-0.041, 2.610, -0.143], [2.341, 1.858, -0.088], [-3.298, -0.692, 0.596], [-1.738, -1.681, 0.574], [-2.943, -1.656, -0.704], [3.601, -1.568, 0.538]], "mulliken_charge": [-0.176, -0.373, 0.054, -0.698, -0.236, -0.552, 0.139, 0.444, 0.359, 0.299, 0.207, 0.304, 0.230]}

=====

Model ii:
{"formula": "C4H6N2S", "method": "ωB97M-V/def2-TZVPD", "multiplicity": 1, "homo_ha": -0.32111, "smiles": "CC(=S)NCC#N", "homo_lumo_gap_ev": 8.51, "lumo_energy_ev": -0.2, "elements": ["C", "C", "C", "C", "H", "H", "H", "H", "H", "H", "N", "N", "S"], "xyz": [[1.346, 0.061, -1.027], [0.300, 1.026, -0.797], [-0.601, -0.660, 0.548], [-1.628, -1.292, 1.628], [1.951, -0.261, 0.012], [2.036, 0.668, -1.586], [1.040, -0.887, -1.521], [-1.525, 1.240, 0.654], [-0.688, -1.067, -0.474], [0.297, -0.809, 0.967], [-0.644, 0.746, 0.222], [-2.346, -1.404, 2.536], [0.462, 2.638, -1.161]], "mulliken_charge": [-1.032, 0.313, -0.217, 0.113, 0.295, 0.338, 0.316, 0.298, 0.293, 0.203, -0.230, -0.388, -0.304]}

=====

model ii takes first place; second place is 41.8 kcal/mol up.

=====

Model i:
{"formula": "C4H6N2S", "method": "ωB97M-V/def2-TZVPD", "multiplicity": 1, "homo_ha": -0.27811, "smiles": "Cn1cc[nH]c1=S", "homo_lumo_gap_ev": 8.43, "lumo_energy_ev": 0.9, "elements": ["C", "C", "C", "C", "N", "N", "S", "H", "H", "H", "H", "H", "H"], "xyz": [[1.067, -1.495, 0.027], [0.192, -0.814, 0.858], [0.086, 0.475, -1.064], [-1.146, 1.277, 0.829], [1.033, -0.970, -1.230], [-0.277, 0.308, 0.153], [-0.171, 1.449, -2.297], [1.690, -2.363, 0.108], [-0.343, -1.114, 1.642], [-0.787, 2.229, 0.362], [-2.143, 1.038, 0.413], [-1.125, 1.067, 1.917], [1.923, -1.087, -1.720]], "mulliken_charge": [-0.255, -0.496, 0.208, -0.870, -0.331, 0.179, -0.383, 0.409, 0.384, 0.278, 0.323, 0.321, 0.233]}

=====

Model ii:
{"formula": "C4H6N2S", "method": "ωB97M-V/def2-TZVPD", "multiplicity": 1, "homo_ha": [-0.33526, -0.33525], "smiles": "CN(C)C(=S)C#N", "homo_lumo_gap_ev": [7.94, 7.94], "lumo_energy_ev": [-1.2, -1.2], "elements": ["C", "C", "C", "C", "N", "N", "S", "H", "H", "H", "H", "H", "H"], "xyz": [[-0.053, 2.425, 1.888], [-0.449, 2.191, 0.573], [-0.403, 0.017, -1.165], [0.272, -0.358, 1.076], [0.296, 2.966, 2.851], [-0.435, 0.562, 0.133], [-0.909, 3.474, -0.256], [-0.984, 0.590, -1.884], [0.663, 0.100, -1.599], [-0.855, -0.921, -1.073], [-0.319, -1.168, 1.492], [1.094, -0.759, 0.645], [0.424, 0.244, 1.896]], "mulliken_charge": [0.038, 0.468, -0.929, -0.976, -0.347, -0.041, -0.193, 0.289, 0.312, 0.372, 0.289, 0.375, 0.341]}

=====

model i takes first place; second place is 30.6 kcal/mol up.